(1)
Computed, not measured: a 9-piece molecular cluster, C33H61NO23 overall, with ωB97M-V/def2-TZVPD.

Geometry (Å):
1 H -1.478 3.983 -2.464
2 H 3.339 7.043 1.138
3 C 1.183 -6.414 0.696
4 H -4.450 2.494 5.793
5 O -4.874 -1.071 -1.924
6 H 0.954 0.143 5.605
7 C -0.300 6.205 1.513
8 H -4.160 1.561 -1.527
9 O 4.193 -1.097 4.124
10 C -1.295 2.835 -4.288
11 H 2.631 -3.369 -3.418
12 O -0.128 2.867 -6.810
13 O 0.031 3.248 -4.539
14 C 0.507 3.241 -5.848
15 O -4.579 0.183 3.958
16 C 3.014 7.748 1.903
17 H -1.476 -0.012 -1.689
18 C -1.711 4.458 0.823
19 C -0.705 0.108 1.077
20 O -1.208 6.990 1.860
21 H 3.794 -2.270 0.880
22 C -1.688 -4.694 2.701
23 H -2.232 4.201 1.745
24 H -5.548 -2.045 -5.588
25 H 7.974 -1.605 -1.438
26 H -3.363 3.192 3.597
27 H -2.896 1.902 6.041
28 H 3.364 7.463 2.896
29 H -1.665 -5.440 1.907
30 H 2.113 4.479 -7.665
31 H -6.132 -3.461 -4.830
32 O 2.358 -2.009 4.978
33 H -6.501 -0.369 -0.794
34 H -5.553 1.928 -0.478
35 H 9.014 -2.903 -3.123
36 H -2.630 0.754 0.258
37 H 8.898 -1.575 -4.277
38 H -1.568 1.877 -4.729
39 O -0.386 4.978 1.017
40 H -4.922 -0.302 -0.085
41 C -5.464 -0.118 -1.013
42 H -2.043 3.525 -4.679
43 O 0.946 6.424 1.707
44 O -4.768 -2.341 -3.722
45 H 3.506 3.833 -6.806
46 H 2.335 1.052 3.833
47 O 4.071 -4.350 0.842
48 H -2.656 2.779 -2.533
49 H 2.358 2.818 -7.691
50 O 5.076 -1.321 -1.409
51 H 2.701 -1.995 -2.373
52 H -2.312 -1.489 -1.317
53 C -4.077 0.374 5.293
54 H -2.204 -5.139 3.553
55 O -6.674 -1.128 -3.313
56 H -2.291 1.829 3.687
57 C 2.036 0.004 3.795
58 O -0.346 1.070 1.805
59 C 2.449 3.670 -7.017
60 C 5.440 -1.985 -2.389
61 O 0.233 -0.689 0.585
62 H 0.437 -2.369 4.099
63 H -3.174 -0.227 5.402
64 C 8.964 -1.819 -3.217
65 C 0.912 -1.806 4.902
66 H -1.764 3.569 0.194
67 O 2.458 -5.838 0.636
68 C -2.077 -0.175 0.396
69 O 6.667 -2.167 -2.901
70 N -2.485 -3.523 2.228
71 H 3.216 -3.519 -1.723
72 O 4.548 -2.640 -3.120
73 C 4.517 -3.035 1.164
74 H 0.238 -4.627 -0.376
75 C 2.994 -1.064 4.319
76 C 0.774 -0.349 4.649
77 C -5.231 -2.856 -4.932
78 H 0.546 -1.392 -1.303
79 C -5.559 -1.488 -3.043
80 C -3.310 2.148 3.903
81 O -3.065 -3.630 1.172
82 H 7.487 -0.335 -2.657
83 C 0.320 -5.714 -0.406
84 H 0.761 -6.241 1.686
85 H 4.851 -2.969 2.199
86 H 5.326 -2.738 0.497
87 C -1.596 -0.771 -0.915
88 C 2.738 -4.632 1.080
89 C 1.398 7.760 1.858
90 H 0.683 -5.854 -1.424
91 H 1.050 8.480 1.117
92 H -2.582 -0.897 1.038
93 H -0.878 2.390 -2.142
94 C -0.257 -1.470 -0.570
95 O -2.535 -2.531 2.970
96 H -0.160 -0.013 4.197
97 H -4.424 -3.403 -5.418
98 H -0.704 -6.086 -0.403
99 C -3.712 1.844 5.321
100 C -1.599 2.938 -2.749
101 H 3.336 8.746 1.607
102 H -4.809 0.088 6.049
103 O 1.962 -3.952 1.764
104 C 7.722 -1.384 -2.475
105 H 1.019 8.044 2.839
106 H -0.717 -4.305 3.006
107 H 0.428 -2.185 5.803
108 H -0.390 -2.511 -0.276
109 C 3.229 -2.913 -2.629
110 H 1.858 -0.216 2.743
111 H 9.829 -1.389 -2.712
112 C -4.294 1.253 3.165
113 O -4.694 1.339 2.023
114 H -5.740 1.665 -2.221
115 H 1.141 -7.492 0.540
116 H -2.367 5.199 0.366
117 O 1.689 3.660 -5.826
118 C -5.208 1.338 -1.327

Values from the calculation:
Largest force on an atom, Eh/bohr: 0.09295
Spin multiplicity: 1
LUMO level, eV: -0.196
SMILES string: C[N+](=O)[O-].CCOC(=O)OC.CCOC(=O)OC.CCOC(=O)OC.CCOC(=O)OC.CCOC(=O)OC.O=C1CCCO1.O=C1CCCO1.O=C1CCCO1
HOMO level, eV: -9.55
Net charge: 0

---

(2)
Computed, not measured: C30H50BrIrN3O2P as an isolated structure, with ωB97M-V/def2-TZVPD.

Geometry (Å):
1 C -0.678 2.388 -0.716
2 H -4.016 2.017 3.040
3 H -0.257 1.812 -2.736
4 H -2.445 1.372 -1.449
5 C -2.129 1.486 2.183
6 H -0.167 -2.777 -4.635
7 H -1.475 5.069 -1.350
8 H -3.556 -0.282 3.745
9 H 0.001 -2.946 3.941
10 C -1.654 -1.718 -3.568
11 P -0.164 0.957 0.258
12 C 4.130 -3.087 -0.478
13 C 1.770 -4.099 -1.382
14 C -1.025 -4.814 3.450
15 H 0.714 4.613 -2.059
16 H 1.087 3.898 3.464
17 C -2.171 2.374 -1.108
18 H 1.679 -1.906 -3.226
19 N -0.029 -2.764 0.825
20 C 0.701 -1.467 -3.104
21 Ir -0.021 -1.999 -1.212
22 H -2.790 2.609 -0.242
23 H -2.756 -1.689 -5.264
24 N 1.855 -2.803 -1.113
25 H -2.012 -4.386 3.287
26 C 1.323 1.189 1.279
27 H 1.799 3.628 -0.291
28 C -0.022 3.965 -2.539
29 C 1.155 1.930 2.616
30 C -3.433 -1.175 1.760
31 N -2.763 -1.678 -4.254
32 H 0.252 3.779 1.933
33 H 3.426 1.409 1.030
34 C -2.532 -0.547 0.697
35 C -1.438 4.507 -2.287
36 H -0.909 -0.326 2.042
37 H 2.587 1.282 -0.501
38 O -1.702 -1.731 -2.290
39 C -3.642 1.303 2.306
40 H -2.870 -1.945 2.298
41 C -1.465 0.331 1.360
42 C 5.417 -2.504 0.021
43 C -3.976 -0.117 2.750
44 C 2.401 3.936 1.752
45 H 3.276 3.726 2.375
46 H -2.079 -1.356 0.113
47 H -1.710 1.491 3.188
48 H 0.272 1.586 3.149
49 C -0.307 -1.791 -4.187
50 H 1.075 -4.204 3.349
51 H -3.660 -1.688 -3.786
52 H 2.699 -6.030 -1.483
53 C 0.080 -3.769 3.227
54 H -2.448 2.855 -3.210
55 H -1.902 2.464 1.752
56 H -5.053 -0.229 2.857
57 H -0.218 -1.070 -5.005
58 H -0.466 3.252 -0.076
59 H -0.895 -5.672 2.794
60 H 1.525 0.129 1.503
61 H 3.016 -1.223 -0.462
62 C 4.010 -4.445 -0.791
63 H 1.198 2.292 -1.883
64 O 0.293 -0.121 -0.818
65 H -3.466 3.774 -2.126
66 H -1.707 5.218 -3.066
67 C 3.007 -2.289 -0.654
68 H -0.967 -5.157 4.480
69 H 4.867 -5.097 -0.673
70 C 2.571 3.265 0.393
71 C 1.148 3.449 2.472
72 H 2.011 1.644 3.234
73 H 5.878 -3.162 0.757
74 H 0.210 3.982 -3.604
75 H 0.741 -0.402 -2.889
76 C 2.811 -4.980 -1.249
77 C 2.531 1.738 0.493
78 H -4.256 -1.688 1.262
79 C 0.024 -3.191 1.889
80 H 2.364 5.017 1.627
81 H 3.526 3.554 -0.046
82 H -4.143 1.540 1.364
83 Br -0.005 -4.520 -1.903
84 C 0.143 2.531 -2.014
85 H 5.267 -1.525 0.473
86 H 6.123 -2.393 -0.803
87 C -2.460 3.375 -2.249
88 H -3.129 0.028 -0.008

Values from the calculation:
Energy above the lowest of the compared OMol25 structures with the same formula, charge and spin, eV: 1.038
Largest force on an atom, Eh/bohr: 0.04873
Spin multiplicity: 2
LUMO level (alpha / beta), eV: -9.604 / -11.243
HOMO level (alpha / beta), eV: -17.46 / -17.46
Net charge: +3

---

(3)
Computed, not measured: C27H48F2N3O12S2V as an isolated structure, with ωB97M-V/def2-TZVPD.

Geometry (Å):
1 H 7.152 13.054 -17.849
2 H 14.235 18.955 -15.804
3 H 12.278 20.654 -22.519
4 H 7.609 19.336 -21.210
5 H 7.402 16.086 -20.183
6 O 8.417 15.554 -17.657
7 H 10.660 20.968 -25.980
8 C 10.338 23.213 -24.485
9 C 11.426 21.053 -16.731
10 C 11.586 21.223 -15.361
11 H 10.748 23.903 -23.752
12 C 7.976 18.981 -15.456
13 H 10.135 18.791 -25.023
14 H 8.356 18.301 -23.986
15 H 6.831 21.070 -12.437
16 O 8.569 19.282 -18.648
17 C 10.546 17.970 -22.578
18 H 10.190 17.116 -23.150
19 C 10.553 19.567 -24.378
20 H 9.734 21.233 -22.231
21 H 10.955 19.026 -15.886
22 N 9.926 19.240 -23.023
23 C 12.266 21.732 -17.609
24 H 5.621 13.580 -18.676
25 H 10.340 17.810 -21.524
26 N 9.754 18.885 -18.633
27 H 5.619 15.978 -19.875
28 H 11.612 19.344 -24.304
29 O 9.999 17.641 -18.615
30 H 12.655 22.384 -13.822
31 C 7.296 20.522 -13.248
32 C 6.690 13.733 -18.566
33 H 9.149 21.112 -25.073
34 H 8.725 20.768 -16.301
35 C 8.444 19.048 -23.196
36 C 11.662 20.415 -21.656
37 C 7.696 18.548 -21.961
38 S 12.643 17.270 -15.821
39 C 12.471 22.160 -14.866
40 C 7.375 18.404 -14.339
41 C 13.728 18.450 -16.625
42 H 14.430 17.962 -17.297
43 S 6.938 15.434 -17.906
44 H 11.856 21.166 -20.887
45 H 11.632 17.988 -22.610
46 O 11.804 16.655 -16.944
47 H 6.513 17.343 -19.284
48 O 8.442 24.498 -21.030
49 C 13.130 22.704 -17.109
50 H 6.714 18.251 -22.318
51 H 10.751 17.999 -14.536
52 C 7.939 21.118 -14.313
53 O 9.855 15.166 -20.132
54 H 10.616 23.569 -25.485
55 H 8.070 20.004 -23.557
56 C 13.261 22.884 -15.753
57 C 7.642 24.832 -22.161
58 H 8.151 22.178 -14.376
59 H 6.584 24.804 -21.912
60 H 12.124 21.653 -18.678
61 H 12.087 19.529 -21.178
62 O 10.863 21.930 -24.215
63 O 7.776 22.360 -21.248
64 C 11.522 18.531 -15.098
65 H 13.093 19.108 -17.221
66 H 11.028 20.597 -14.675
67 F 7.002 17.115 -14.354
68 C 10.223 20.923 -24.973
69 C 10.193 20.295 -21.937
70 H 9.244 23.243 -24.485
71 C 8.312 23.223 -20.613
72 H 12.090 19.170 -14.428
73 O 10.711 19.699 -18.599
74 O 11.026 14.234 -21.687
75 O 8.953 23.101 -19.480
76 H 8.032 21.231 -19.257
77 H 6.478 18.744 -12.418
78 H 9.597 19.917 -21.107
79 H 7.958 25.849 -22.391
80 H 7.282 13.605 -19.475
81 H 7.807 24.251 -23.066
82 N 9.944 14.347 -21.112
83 H 8.263 18.417 -16.332
84 C 8.926 21.765 -18.938
85 F 14.090 23.802 -15.258
86 H 10.726 20.348 -17.163
87 H 8.949 21.772 -17.855
88 C 7.063 19.163 -13.225
89 O 8.939 13.758 -21.494
90 V 10.442 15.519 -18.036
91 C 8.341 20.339 -15.383
92 H 13.783 23.316 -17.724
93 C 6.591 16.272 -19.482
94 H 9.794 21.254 -19.355
95 H 8.234 17.768 -21.425

Values from the calculation:
Largest force on an atom, Eh/bohr: 0.06584
Spin multiplicity: 4
LUMO level (alpha / beta), eV: -2.886 / -2.901
HOMO level (alpha / beta), eV: -11.03 / -11.03
Net charge: +1

---

(4)
Computed, not measured: C19H18MnN4OS2 as an isolated structure, with ωB97M-V/def2-TZVPD.

Geometry (Å):
1 H 2.005 -4.382 1.927
2 H -1.485 -1.245 1.817
3 H -4.331 -0.087 -3.476
4 N -0.132 2.109 -2.752
5 C -4.164 -0.110 -2.408
6 C -4.921 -0.094 -0.139
7 C 0.508 4.254 -2.663
8 N -0.114 -0.264 -0.860
9 H -3.455 -0.146 1.382
10 H 2.404 -4.259 4.360
11 H 3.352 -2.199 5.342
12 C 2.696 -2.397 1.555
13 S 1.991 -0.543 -2.806
14 H 1.906 2.540 -2.971
15 C -0.857 4.188 -2.480
16 H 1.122 5.131 -2.685
17 C 2.140 -0.354 -1.063
18 C 3.456 -1.176 3.474
19 H 2.526 -2.473 0.492
20 C 3.519 -0.002 1.299
21 N 1.109 -0.259 -0.285
22 C -2.522 -0.207 -0.563
23 H -1.345 0.503 1.924
24 C 2.633 -3.413 3.730
25 C 0.916 2.928 -2.820
26 H -6.215 0.010 -1.867
27 C 2.405 -3.481 2.367
28 H 2.733 0.747 1.412
29 N -1.201 2.893 -2.535
30 S 3.750 -0.281 -0.483
31 Mn -0.156 -0.154 -2.930
32 C 3.163 -2.257 4.282
33 C -0.957 -0.380 1.420
34 H 0.104 -0.482 1.632
35 H -1.581 4.964 -2.327
36 C 3.212 -1.233 2.104
37 H -5.739 -0.064 0.563
38 C -5.199 -0.064 -1.509
39 C -2.828 -0.203 -1.971
40 C -3.624 -0.152 0.317
41 O -1.878 -0.267 -2.852
42 H 3.878 -0.279 3.902
43 H -2.122 2.492 -2.416
44 H 4.468 0.430 1.620
45 C -1.172 -0.281 -0.059

Values from the calculation:
Energy above the lowest of the compared OMol25 structures with the same formula, charge and spin, eV: 0.784
Largest force on an atom, Eh/bohr: 0.04628
Spin multiplicity: 5
LUMO level (alpha / beta), eV: -5.625 / -4.172
HOMO level (alpha / beta), eV: -11.24 / -11.28
Net charge: +1

---

(5)
Computed, not measured: a 5-piece molecular cluster, C2H14O4S overall, with ωB97M-V/def2-TZVPD.

Geometry (Å):
1 H -2.666 -0.943 -4.571
2 O -0.983 -6.744 0.323
3 H 1.917 4.589 0.326
4 H 2.824 4.503 1.806
5 H 2.051 2.404 1.502
6 O 1.054 -2.225 0.783
7 H 1.393 -1.503 0.292
8 C 1.214 3.075 1.673
9 H 0.954 3.080 2.731
10 S -0.163 2.512 0.662
11 H -0.075 -6.618 0.592
12 H -1.226 3.051 1.272
13 C 1.805 4.489 1.406
14 O -0.971 -1.166 -1.343
15 O -3.148 -0.752 -3.782
16 H -1.564 -1.927 -1.442
17 H -0.848 -6.805 -0.634
18 H 1.300 5.324 1.881
19 H -1.170 -0.938 -0.448
20 H 0.797 -2.833 0.065
21 H -2.495 -0.575 -3.094

Values from the calculation:
Energy above the lowest of the compared OMol25 structures with the same formula, charge and spin, eV: 1.129
Largest force on an atom, Eh/bohr: 0.03645
Spin multiplicity: 1
LUMO level, eV: 0.322
SMILES string: CCS.O.O.O.O
HOMO level, eV: -9.18
Net charge: 0

---

(6)
Computed, not measured: C43H40N3O2P2PtS2 as an isolated structure, with ωB97M-V/def2-TZVPD.

Geometry (Å):
1 C 5.316 -1.557 -5.963
2 C 0.034 3.470 -0.545
3 C -0.945 -1.627 5.008
4 H 4.895 1.343 -2.336
5 O 3.126 -1.382 0.272
6 C 0.363 -4.525 -1.421
7 H -2.913 2.615 4.278
8 H -5.095 3.090 -3.506
9 H 0.216 -6.583 3.189
10 H -0.626 -1.563 7.166
11 P -2.358 -0.125 0.270
12 H 5.127 -0.743 -6.663
13 C 0.612 -4.169 -3.787
14 C -4.577 2.482 -2.776
15 N 0.865 0.355 4.886
16 C 1.698 -3.107 2.387
17 Pt -0.046 -0.063 0.197
18 H 3.144 -3.539 3.906
19 C -4.600 1.221 -0.728
20 C -0.369 -1.153 6.202
21 C 0.567 -5.029 -2.696
22 H 2.203 -5.769 4.419
23 C 0.895 4.526 -0.729
24 H -1.977 2.039 2.072
25 H -6.312 2.222 -1.538
26 H 6.392 -1.744 -5.963
27 H 0.770 -4.564 -4.783
28 H 0.529 5.543 -0.720
29 C 4.668 0.375 -2.759
30 C -1.954 -2.825 0.631
31 C 2.244 4.231 -0.932
32 C -3.100 0.212 1.890
33 C 0.469 -2.803 -3.594
34 C 0.634 -5.610 2.964
35 H -5.230 -0.988 4.240
36 H -2.193 -2.762 1.696
37 H 0.216 -1.223 -2.187
38 C 3.975 -0.570 -2.008
39 C -0.608 -1.090 3.798
40 H -1.038 -1.451 2.884
41 C 0.320 -0.037 3.706
42 H -0.823 -5.195 1.465
43 C -3.218 1.700 3.786
44 C 0.591 -3.571 1.676
45 C 0.053 -4.823 1.983
46 H -1.503 1.223 -2.117
47 C -4.518 -0.324 3.767
48 H 0.691 -6.095 -2.837
49 H -3.876 -2.005 -0.027
50 C -4.123 0.843 4.403
51 H 5.632 0.781 -4.623
52 C 2.276 -3.900 3.369
53 H 1.070 0.271 6.944
54 C 4.834 -1.209 -4.580
55 H -5.136 0.855 0.140
56 H 3.963 -3.130 -4.207
57 C 2.686 2.927 -0.939
58 N 1.922 0.532 -0.675
59 H -2.693 2.586 -3.801
60 P -0.148 -2.474 0.440
61 S 0.862 0.786 2.313
62 C 1.744 1.911 -0.733
63 H -1.031 3.625 -0.405
64 C -5.262 1.995 -1.669
65 C -3.229 2.199 -2.944
66 H 3.729 2.688 -1.059
67 C 3.722 -1.834 -2.522
68 H 3.208 -2.570 -1.918
69 H 2.956 5.034 -1.081
70 H -2.148 -3.851 0.313
71 C 0.278 -2.299 -2.314
72 H 0.349 -5.209 -0.582
73 C -3.247 0.930 -0.896
74 N 0.448 2.198 -0.557
75 H 1.560 1.089 4.838
76 C -2.807 -1.838 -0.166
77 C -2.703 1.383 2.540
78 C 0.211 -3.152 -1.216
79 C 0.546 -0.157 6.103
80 C 1.748 -5.150 3.655
81 H -1.662 -2.438 5.047
82 H -2.606 -1.934 -1.237
83 H -4.524 1.089 5.378
84 C 4.154 -2.142 -3.804
85 S 3.372 -0.141 -0.409
86 H -4.340 -1.546 2.020
87 H 2.117 -2.138 2.152
88 H 4.825 -2.454 -6.339
89 H 0.530 -2.123 -4.433
90 C 5.086 0.050 -4.037
91 O 4.280 0.819 0.161
92 C -2.562 1.427 -2.003
93 C -4.011 -0.637 2.510

Values from the calculation:
Largest force on an atom, Eh/bohr: 0.01062
Spin multiplicity: 3
LUMO level (alpha / beta), eV: -2.755 / -3.899
HOMO level (alpha / beta), eV: -8.89 / -10.19
Net charge: +1

---

(7)
Computed, not measured: one molecule with the formula C3H8N4S, with ωB97M-V/def2-TZVPD.

Geometry (Å):
1 S 0.492 -0.840 -0.255
2 H -3.889 -0.226 1.028
3 C 1.614 0.616 -0.060
4 H -4.024 -0.072 -0.691
5 H -2.196 -1.692 -0.022
6 H -3.078 1.255 0.255
7 C -2.022 -0.616 -0.061
8 N 3.435 -0.925 0.145
9 H 0.107 1.938 -0.409
10 N -0.929 0.071 -0.211
11 H 2.969 -1.351 0.967
12 C -3.335 0.144 0.101
13 N 2.958 0.327 -0.058
14 H 3.215 -1.493 -0.725
15 H 3.564 1.073 0.100
16 N 1.119 1.790 -0.103

Values from the calculation:
Energy above the lowest of the compared OMol25 structures with the same formula, charge and spin, eV: 2.101
Largest force on an atom, Eh/bohr: 0.05422
Spin multiplicity: 1
LUMO level, eV: 0.721
SMILES string: [H]/N=C(/NN)S/N=C/C
HOMO level, eV: -8.64
Net charge: 0